ORCA calculation (ωB97M-V/def2-TZVPD) on the ion C9H15N3 with charge +2 in a non-equilibrium geometry.

HOMO level (spin up / spin down) ... -15.510 / -14.593 eV
Molecular weight ... 165.240 g/mol
Calculated total energy ... -515.4471 Eh
Relative energy (zero: lowest compared OMol25 entry of this formula, charge and spin) ... 111.5 kcal per mole
Spin multiplicity ... 1
Orbital gap (spin up / spin down) ... 8.34 / 7.39 eV
Total charge ... +2

Atoms and positions in Å:
C  -1.6359  1.2617  0.3725
C  -0.3096  1.1214  0.4515
C  2.8101  0.0632  0.1058
C  -1.9094  -1.0541  -0.5095
C  -2.5878  0.3811  -0.3920
C  -0.4443  -1.3103  -0.2089
C  1.3109  0.5100  -1.4058
C  0.4723  -0.0378  -0.1838
C  4.0891  -0.1481  0.8399
N  1.6852  -0.3595  0.6510
N  2.6156  0.5875  -1.1331
N  -3.8167  0.0170  0.3611
H  -1.8929  2.2255  0.7776
H  0.3607  1.8105  0.9665
H  -2.5473  -1.7908  -0.1157
H  -2.0097  -1.2114  -1.6767
H  -2.9693  0.8170  -1.3359
H  -0.1148  -2.3558  -0.3106
H  1.0365  0.6874  -2.3409
H  3.8963  -0.2637  1.9244
H  4.9267  0.4139  0.6799
H  4.2766  -1.1531  0.6562
H  1.5794  -0.5532  1.7051
H  3.4074  0.5692  -1.7828
H  -4.1735  0.7642  0.9911
H  -3.5287  -0.6400  1.2097
H  -4.5268  -0.3519  -0.2964

Forces on the atoms, in the same order (eV/Å):
C 0.8 1.1 0.0
C 0.2 -1.5 -0.7
C 1.1 0.5 0.8
C 1.1 1.1 -4.6
C 1.8 -1.4 0.8
C -0.5 1.9 -0.6
C -1.8 -1.2 2.6
C 0.8 -0.9 0.2
C -2.9 -0.9 1.5
N -1.1 0.4 1.6
N 1.9 -1.5 2.4
N 0.0 -0.1 4.0
H -1.1 0.2 0.1
H -0.6 0.3 -0.1
H -0.6 -1.1 0.7
H 0.3 -0.3 1.8
H 0.7 -0.2 0.4
H 0.2 0.8 0.1
H -1.7 0.7 -3.7
H -0.1 0.8 -0.4
H 1.8 1.7 -0.8
H 1.0 -2.1 -0.8
H 0.4 0.3 -2.4
H -0.6 0.4 0.0
H -0.4 0.3 -1.3
H -1.0 0.7 -2.6
H 0.1 -0.1 1.0